Record 1
This record from the Open Molecules 2025 dataset describes 2 unconnected molecules or ions with the total composition C11H24N3O in a non-equilibrium geometry. The level of theory is ωB97M-V/def2-TZVPD.

Results
spin multiplicity	1
electronic energy	-18300.83137	eV
relative energy (zero: lowest compared OMol25 entry of this formula, charge and spin)	595.3	kJ/mol
net charge	+1
LUMO level (alpha / beta)	-4.1 / -3.2	eV
gap between HOMO and LUMO (alpha / beta)	7.31 / 9.13	eV

CARTESIAN COORDINATES (ANGSTROEM)
1 C -1.2402 3.3754 3.1508
2 C 2.0572 -1.3507 -1.0403
3 C 0.3615 -1.3797 -2.3334
4 C -0.0611 3.0485 2.1668
5 C 1.8542 -1.9612 -2.4049
6 C -2.1572 3.5602 1.9013
7 C -4.5524 3.4500 2.7107
8 C 3.3499 -5.3213 -1.5862
9 C 1.9827 -3.5390 -2.4772
10 C -3.4711 2.9839 1.7199
11 C 3.3775 -4.0043 -2.4523
12 N 0.7451 -0.9007 -1.0190
13 N -1.0452 2.1969 0.1770
14 N -1.0075 3.0467 1.1230
15 O 0.0813 -0.1751 -0.2151
16 H -1.5219 2.4880 3.5998
17 H -1.2866 4.2763 3.6478
18 H 2.3555 -1.9858 -0.0752
19 H 2.7459 -0.4458 -1.0428
20 H -0.0697 -0.6660 -3.0967
21 H -0.3509 -2.2359 -2.3424
22 H 0.5946 3.9523 2.1241
23 H 0.4508 2.0697 2.3969
24 H 2.4003 -1.4855 -3.1952
25 H -2.2340 4.7268 1.6276
26 H -4.8886 4.4818 2.5124
27 H -4.3530 3.4440 3.7383
28 H -5.3144 2.6519 2.6555
29 H 4.3239 -5.6009 -1.1493
30 H 3.0343 -6.2146 -2.1962
31 H 2.6601 -5.2521 -0.7629
32 H 1.3673 -4.1531 -1.7262
33 H 1.3811 -3.7843 -3.4537
34 H -3.8701 2.9972 0.7380
35 H -3.2382 1.8365 2.0154
36 H 3.8495 -4.3105 -3.3472
37 H 3.9220 -3.2422 -1.9722
38 H -1.9705 2.0033 -0.2428
39 H -0.2618 1.4192 0.1257


Record 2
This record from the Open Molecules 2025 dataset describes 3 unconnected molecules or ions with the total composition C11H24N3O5. The level of theory is ωB97M-V/def2-TZVPD.

Results
spin multiplicity	1
electronic energy	-26493.27507	eV
net charge	+1
LUMO level	-4.0	eV
gap between HOMO and LUMO	8.61	eV

CARTESIAN COORDINATES (ANGSTROEM)
1 C 2.2494 1.6348 -0.3283
2 C 2.1552 3.0677 0.1208
3 O 0.9234 3.4155 0.8448
4 N -0.1093 2.5798 0.6145
5 C -0.4826 1.5960 1.4203
6 N -1.5620 1.0441 0.8812
7 C -1.8881 1.6774 -0.2915
8 C -0.9642 2.6594 -0.4744
9 O -0.8128 3.5689 -1.4203
10 N -1.8710 4.7509 -1.3619
11 O -2.0762 5.0944 -0.3088
12 H 2.1315 0.9251 0.4903
13 H 3.2295 1.4439 -0.7620
14 H 1.5009 1.3976 -1.0860
15 H 2.2687 3.7594 -0.7122
16 H 2.9449 3.2855 0.8386
17 H 0.0139 1.3416 2.3415
18 H -2.0859 0.2693 1.2814
19 H -2.7280 1.3962 -0.9015
20 C -6.0868 -1.8330 0.9882
21 C -4.9705 -1.0495 0.3250
22 C -4.3109 -1.8368 -0.7943
23 O -3.9897 -0.6627 1.3114
24 H -5.6950 -2.7536 1.4288
25 H -6.5452 -1.2500 1.7859
26 H -6.8572 -2.1009 0.2663
27 H -5.3652 -0.1114 -0.0674
28 H -3.8712 -2.7580 -0.4032
29 H -3.5104 -1.2601 -1.2619
30 H -5.0335 -2.1048 -1.5638
31 H -3.6415 -1.4804 1.6891
32 C 4.2116 -3.0610 -1.1747
33 C 4.5097 -1.6866 -0.6004
34 C 5.8657 -1.6442 0.0833
35 O 3.4771 -1.2940 0.3157
36 H 4.1929 -3.8078 -0.3765
37 H 3.2375 -3.0710 -1.6637
38 H 4.9676 -3.3575 -1.9014
39 H 4.4806 -0.9442 -1.4003
40 H 5.8917 -2.3523 0.9157
41 H 6.0642 -0.6508 0.4857
42 H 6.6655 -1.9034 -0.6102
43 H 3.4756 -1.9338 1.0364


Record 3
This record from the Open Molecules 2025 dataset describes a molecular structure, C11H25AsS5W. The level of theory is ωB97M-V/def2-TZVPD.

Results
spin multiplicity	1
electronic energy	-128611.38757	eV
relative energy (zero: lowest compared OMol25 entry of this formula, charge and spin)	4.1	kJ/mol
net charge	+4
LUMO level	-15.0	eV
gap between HOMO and LUMO	6.98	eV

CARTESIAN COORDINATES (ANGSTROEM)
1 W 0.2346 0.1591 -0.0238
2 C 1.1752 1.2862 -3.1217
3 C 1.5618 -0.1773 -3.1988
4 S 1.6928 -0.9527 -1.5478
5 C 3.4185 -0.6688 -0.9796
6 C 3.4719 -0.9240 0.5134
7 S 2.1238 -0.0814 1.4161
8 C 2.7418 1.6064 1.8009
9 C 1.5547 2.4682 2.1813
10 S 0.1762 2.3196 0.9896
11 C 0.5053 3.5593 -0.3272
12 C -0.3543 3.2161 -1.5273
13 S -0.2504 1.4450 -1.9710
14 H 0.8364 1.6445 -4.0956
15 H 1.9831 1.9250 -2.7655
16 H 2.5187 -0.3090 -3.7086
17 H 0.8186 -0.7751 -3.7277
18 H 3.7147 0.3438 -1.2527
19 H 4.0473 -1.3839 -1.5134
20 H 4.4204 -0.5901 0.9396
21 H 3.3513 -1.9801 0.7582
22 H 3.2884 1.9868 0.9382
23 H 3.4272 1.5048 2.6445
24 H 1.8320 3.5228 2.2429
25 H 1.1238 2.1811 3.1413
26 H 1.5719 3.5593 -0.5507
27 H 0.2235 4.5325 0.0794
28 H -0.0650 3.7994 -2.4041
29 H -1.4144 3.3949 -1.3435
30 C -2.7766 -3.4311 2.6516
31 As -3.3431 -2.4637 1.1125
32 C -4.7159 -1.1820 1.4254
33 C -3.5478 -3.5055 -0.4680
34 S -1.4324 -1.1031 0.6499
35 H -3.6312 -4.0691 2.9112
36 H -2.5714 -2.7428 3.4697
37 H -1.9167 -4.0521 2.4064
38 H -5.6054 -1.7776 1.6677
39 H -4.8983 -0.6022 0.5225
40 H -4.4527 -0.5552 2.2757
41 H -4.4138 -4.1497 -0.2690
42 H -2.6635 -4.1203 -0.6255
43 H -3.7611 -2.8580 -1.3165


Record 4
This record from the Open Molecules 2025 dataset describes 2 unconnected molecules or ions with the total composition C11H25B3Cl2O11S. The level of theory is ωB97M-V/def2-TZVPD.

Results
spin multiplicity	1
SMILES	CCCCO[C@]1(B(O)OC)OS(=O)(=O)OC1(CB(O)O)CB(O)O.ClCCCl
electronic energy	-72251.05124	eV
net charge	0
LUMO level	0.0	eV
gap between HOMO and LUMO	10.09	eV

CARTESIAN COORDINATES (ANGSTROEM)
1 C -2.3771 -3.7944 2.8968
2 C -2.0851 -3.5601 1.4088
3 C -0.6260 -3.2066 1.1348
4 C -0.3035 -3.0050 -0.3289
5 O -1.0298 -1.9538 -0.9993
6 C -0.4194 -0.8043 -1.5199
7 B -1.4541 -0.4445 -2.6958
8 O -2.6266 0.2035 -2.3512
9 O -1.1532 -0.8033 -3.9595
10 C -2.2028 -1.2256 -4.8338
11 O 0.8907 -1.1228 -2.0737
12 S 2.1051 -0.7176 -1.1280
13 O 2.9437 0.1555 -1.8651
14 O 2.6727 -1.8471 -0.4713
15 O 1.2291 0.0489 -0.0472
16 C -0.0700 0.4232 -0.6334
17 C -0.9827 0.8531 0.5231
18 B -2.1098 -0.0718 1.1665
19 O -2.0215 -0.4997 2.4554
20 O -3.2794 -0.3874 0.4936
21 C 0.1533 1.6406 -1.5560
22 B 0.9707 2.8241 -0.8576
23 O 2.3289 2.9020 -0.9605
24 O 0.3035 3.8553 -0.2154
25 H -3.0845 -4.6125 3.0354
26 H -1.4623 -4.0756 3.4256
27 H -2.7871 -2.9051 3.3708
28 H -2.3073 -4.4827 0.8633
29 H -2.7479 -2.7917 1.0116
30 H -0.0240 -4.0771 1.4218
31 H -0.2733 -2.3778 1.7538
32 H -0.5942 -3.9220 -0.8508
33 H 0.7602 -2.8939 -0.4797
34 H -3.2799 -0.3502 -1.9080
35 H -2.5640 -0.3872 -5.4281
36 H -1.7822 -1.9849 -5.4888
37 H -3.0313 -1.6650 -4.2780
38 H -0.3004 1.1731 1.3190
39 H -1.5059 1.7567 0.1964
40 H -1.1584 -0.3255 2.8480
41 H -3.7686 0.3912 0.2085
42 H -0.8271 2.0275 -1.8426
43 H 0.6754 1.3529 -2.4730
44 H 2.7608 2.9035 -0.0959
45 H -0.3939 3.5807 0.3869
46 Cl 3.4774 2.5268 2.1100
47 C 4.6375 3.8541 1.7919
48 C 4.8227 4.7371 2.9984
49 Cl 3.3551 5.6752 3.3738
50 H 4.2668 4.4200 0.9404
51 H 5.5831 3.3862 1.5257
52 H 5.6206 5.4508 2.8016
53 H 5.0761 4.1535 3.8795


Record 5
This record from the Open Molecules 2025 dataset describes a molecular structure, C11H25ClIN2OP2Sn in a non-equilibrium geometry. The level of theory is ωB97M-V/def2-TZVPD.

Results
spin multiplicity	1
electronic energy	-61845.20083	eV
net charge	+3
LUMO level	-12.6	eV
gap between HOMO and LUMO	3.83	eV

CARTESIAN COORDINATES (ANGSTROEM)
1 C 0.0093 0.9453 -7.2790
2 C 0.0134 1.5143 -5.8877
3 H 0.0122 1.7618 -8.0057
4 H -0.8752 0.3144 -7.4035
5 H 0.8886 0.3074 -7.4051
6 O 0.0222 2.6537 -5.5594
7 I 0.0010 -0.1116 -4.3456
8 Sn 0.0026 0.1035 0.5497
9 P 2.3148 -0.0279 0.4574
10 C 3.2771 1.1754 1.4489
11 C 2.9809 -1.6487 0.9909
12 H 4.0665 -1.6954 0.8517
13 H 4.0819 0.0137 -1.2396
14 H 2.4924 -2.4267 0.3986
15 H 2.5085 -0.5611 -1.8810
16 H 3.0117 1.0698 2.5044
17 H 2.7385 -1.8081 2.0449
18 C 2.9975 0.1690 -1.2310
19 H 4.3533 1.0146 1.3264
20 H 2.7672 1.1728 -1.5976
21 H 3.0230 2.1909 1.1328
22 P -2.3114 0.0064 0.4601
23 C -3.2549 1.2255 1.4503
24 C -2.9929 0.2100 -1.2280
25 H -2.5258 -2.3895 0.4047
26 H -4.0873 -1.6338 0.8605
27 H -2.7585 -1.7653 2.0509
28 C -3.0009 -1.6035 0.9972
29 H -2.5134 -0.5268 -1.8774
30 H -4.0791 0.0684 -1.2358
31 H -4.3334 1.0821 1.3272
32 H -2.9841 2.2365 1.1340
33 H -2.7502 1.2106 -1.5959
34 H -2.9919 1.1161 2.5060
35 Cl -0.0123 -1.7414 -0.9629
36 N -0.1406 0.1751 4.7643
37 C 0.1083 -1.1360 4.5867
38 C 0.1958 -1.3845 3.2323
39 N 0.0003 -0.2234 2.5836
40 C -0.2032 0.7087 3.5310
41 H -0.2602 0.6769 5.6717
42 H 0.2172 -1.8570 5.3856
43 H 0.3836 -2.3372 2.7565
44 H -0.3905 1.7552 3.3278


Record 6
This record from the Open Molecules 2025 dataset describes a gas-phase ion, C11H25ClNO5P2 (charge -1) in a non-equilibrium geometry. The level of theory is ωB97M-V/def2-TZVPD.

Results
spin multiplicity	1
electronic energy	-54632.65133	eV
net charge	-1
LUMO level	3.0	eV
gap between HOMO and LUMO	7.02	eV

CARTESIAN COORDINATES (ANGSTROEM)
1 C 1.2258 0.3184 -0.6483
2 P -0.2215 -0.8344 -0.2176
3 C 0.3146 -1.7646 -1.8429
4 C -0.8475 -2.5229 -2.6703
5 O -1.6991 -2.0453 -3.5830
6 C 0.8966 -1.8746 0.9039
7 C 2.1149 -1.1674 1.7244
8 O 3.4635 -1.3472 1.0864
9 C -0.7864 0.1723 1.3475
10 C -0.5407 1.7587 1.4125
11 C 0.5542 2.2648 2.5764
12 N -0.1276 3.2501 3.5496
13 C -1.5724 0.1212 -1.1634
14 C -1.2838 0.8841 -2.5279
15 O -0.9438 2.3332 -2.3220
16 C -0.2364 2.8014 -3.5607
17 O 0.5063 3.9292 -3.6071
18 P -1.7349 -2.4077 0.1251
19 O -2.4034 -2.3912 1.7278
20 Cl -0.8615 -4.3946 0.1489
21 H 2.1276 -0.4207 -0.9384
22 H 1.1584 0.9867 -1.5970
23 H 1.6768 0.9951 0.1750
24 H 0.8721 -1.0323 -2.6066
25 H 1.1578 -2.5869 -1.6476
26 H -0.9004 -3.7138 -2.5719
27 H 0.1932 -2.3270 1.7615
28 H 1.4098 -2.8206 0.4384
29 H 2.2242 -1.7757 2.7485
30 H 1.9566 -0.0596 2.0447
31 H 3.6897 -0.4265 0.7319
32 H -0.4075 -0.3205 2.3668
33 H -1.9754 0.0633 1.4453
34 H -1.5449 2.2983 1.7824
35 H -0.3070 2.3198 0.3985
36 H 1.5272 2.7181 2.1116
37 H 0.7570 1.2986 3.2483
38 H -0.3615 2.7441 4.4538
39 H 0.4945 4.0593 3.7610
40 H -2.2079 0.9000 -0.5147
41 H -2.4315 -0.6793 -1.4121
42 H -2.3062 0.9292 -3.1474
43 H -0.4922 0.4816 -3.2748
44 H -0.3051 2.2062 -4.5917
45 H -1.8221 -2.9210 2.3757